Record 1
Here is C31H53NNdO2Si2 as an isolated structure from OMol25. Energies are from the ωB97M-V functional and the def2-TZVPD basis.

Geometry as ORCA input:
```
! wB97M-V def2-TZVPD RIJCOSX def2/J DEFGRID3
* xyz 1 4
O -0.818 -2.412 -1.796
O -1.862 -0.352 -2.994
C 0.519 -2.937 -1.743
C 0.978 -3.593 -0.459
H 1.195 -2.108 -2.007
H 0.576 -3.639 -2.580
H 1.169 -2.869 0.338
H 1.928 -4.087 -0.670
H 0.262 -4.352 -0.119
C -1.622 -2.333 -0.596
C -2.886 -3.139 -0.748
H -1.852 -1.262 -0.435
H -1.036 -2.666 0.273
H -3.617 -2.618 -1.377
H -3.337 -3.306 0.240
H -2.700 -4.126 -1.183
C -2.992 0.545 -3.059
C -1.629 -1.144 -4.192
C -4.107 -0.007 -2.207
H -3.306 0.641 -4.112
H -2.654 1.532 -2.707
H -4.490 -0.945 -2.633
H -4.935 0.710 -2.163
H -3.762 -0.192 -1.181
C -2.797 -2.052 -4.434
H -0.712 -1.714 -4.004
H -1.446 -0.448 -5.035
H -3.012 -2.639 -3.537
H -2.544 -2.743 -5.238
H -3.677 -1.483 -4.731
H -0.677 -0.198 -1.991
Nd 0.645 1.487 0.972
C 0.087 0.653 -1.504
Si 0.924 1.542 -2.976
H -0.649 1.287 -0.940
H 0.815 0.053 -0.917
C 1.785 0.214 -3.996
C 2.178 2.866 -2.535
C -0.330 2.402 -4.083
C 2.782 0.426 0.497
Si 3.814 1.515 1.619
H 3.084 0.430 -0.564
H 2.847 -0.629 0.813
C 4.575 2.844 0.537
C 5.115 0.546 2.551
C 2.710 2.377 2.914
H 0.208 3.020 -4.818
H -0.981 3.069 -3.505
H -0.957 1.704 -4.651
H 2.630 -0.220 -3.448
H 2.177 0.659 -4.920
H 1.112 -0.601 -4.289
H 2.813 2.641 -1.667
H 1.687 3.837 -2.371
H 2.849 2.993 -3.401
H 5.594 -0.176 1.874
H 4.686 -0.018 3.391
H 5.895 1.215 2.944
H 2.237 1.690 3.635
H 1.943 3.079 2.510
H 3.425 2.993 3.485
H 5.455 3.285 1.026
H 3.862 3.650 0.312
H 4.893 2.389 -0.411
C -4.156 2.245 0.641
C -4.600 1.615 1.796
C -3.686 0.994 2.652
C -2.288 1.033 2.365
C -1.877 1.624 1.172
C -2.777 2.233 0.311
C -1.313 0.480 3.339
C -1.656 0.338 4.697
C -0.757 -0.184 5.601
C 0.465 -0.704 5.141
C 1.419 -1.291 6.009
C 2.558 -1.899 5.504
C 2.740 -1.990 4.113
C 1.803 -1.447 3.241
C 0.729 -0.671 3.736
N -0.073 0.092 2.886
H -4.858 2.748 -0.027
H -5.662 1.602 2.049
H -4.024 0.475 3.546
H -2.443 2.701 -0.611
H -2.633 0.682 5.029
H -0.993 -0.246 6.664
H 1.221 -1.260 7.082
H 3.299 -2.326 6.181
H 3.616 -2.513 3.716
H 1.872 -1.614 2.166
*
```

Values from the calculation:
**Gap between HOMO and LUMO (spin up / spin down)**: 7.10 / 6.95 eV
**Largest force on an atom**: 3.1 eV/Å
**ΔE to the lowest compared entry with this formula, charge and spin**: 0.0 kcal per mole
**<S²>**: 3.8130

Results of the Mulliken charge analysis, in e, for atoms 1 through 2:
1 O -0.043
2 O -0.368



Record 2
Here is C31H53NO2Si2Y as an isolated structure from OMol25. Energies are from the ωB97M-V functional and the def2-TZVPD basis.

Geometry as ORCA input:
```
! wB97M-V def2-TZVPD RIJCOSX def2/J DEFGRID3
* xyz 1 1
O -0.085 -1.759 0.533
O -2.544 -0.511 -4.004
C 0.794 -2.529 -0.308
C 1.330 -3.832 0.304
H 1.644 -1.905 -0.563
H 0.309 -2.742 -1.258
H 1.805 -3.647 1.263
H 2.077 -4.281 -0.350
H 0.543 -4.570 0.450
C -1.238 -2.478 0.986
C -2.196 -3.023 -0.075
H -1.802 -1.800 1.618
H -0.929 -3.309 1.617
H -2.700 -2.209 -0.583
H -2.972 -3.629 0.391
H -1.696 -3.648 -0.813
C -3.552 0.469 -4.263
C -2.408 -1.534 -4.993
C -4.752 0.245 -3.341
H -3.859 0.494 -5.311
H -3.141 1.456 -4.058
H -5.216 -0.725 -3.510
H -5.509 1.012 -3.496
H -4.442 0.289 -2.298
C -3.665 -2.396 -5.179
H -1.588 -2.183 -4.688
H -2.106 -1.101 -5.946
H -3.993 -2.829 -4.235
H -3.469 -3.216 -5.869
H -4.492 -1.817 -5.590
H -0.411 1.084 -3.127
Y 0.366 -0.012 1.565
C 0.080 2.035 -3.169
Si 1.081 2.278 -4.756
H -0.747 2.729 -3.237
H 0.668 2.349 -2.344
C 1.929 0.705 -5.322
C 2.410 3.570 -4.506
C 0.007 2.933 -6.148
C 2.393 0.071 1.102
Si 3.772 1.057 1.954
H 2.640 0.007 0.044
H 2.390 -0.953 1.461
C 4.517 2.306 0.775
C 5.174 -0.115 2.368
C 3.267 1.949 3.510
H 0.615 3.238 -6.998
H -0.565 3.801 -5.822
H -0.696 2.185 -6.504
H 2.715 0.408 -4.629
H 2.393 0.844 -6.297
H 1.226 -0.120 -5.408
H 2.959 3.393 -3.586
H 1.980 4.567 -4.458
H 3.125 3.562 -5.327
H 5.362 -0.804 1.545
H 4.970 -0.701 3.260
H 6.096 0.436 2.552
H 2.950 1.253 4.283
H 2.450 2.640 3.311
H 4.095 2.531 3.912
H 5.396 2.775 1.216
H 3.822 3.104 0.526
H 4.832 1.830 -0.152
C -3.819 1.908 1.019
C -4.330 1.882 2.320
C -3.562 1.375 3.374
C -2.261 0.880 3.136
C -1.773 0.923 1.820
C -2.534 1.425 0.766
C -1.383 0.289 4.208
C -1.797 0.234 5.555
C -0.964 -0.315 6.524
C 0.283 -0.821 6.167
C 1.135 -1.372 7.140
C 2.383 -1.876 6.773
C 2.782 -1.840 5.438
C 1.937 -1.296 4.468
C 0.684 -0.773 4.810
N -0.148 -0.216 3.869
H -4.423 2.293 0.207
H -5.331 2.249 2.512
H -4.011 1.368 4.354
H -2.134 1.427 -0.239
H -2.752 0.610 5.884
H -1.296 -0.344 7.556
H 0.837 -1.410 8.181
H 3.041 -2.297 7.523
H 3.749 -2.234 5.153
H 2.276 -1.290 3.464
*
```

Values from the calculation:
**Gap between HOMO and LUMO**: 7.22 eV
**Largest force on an atom**: 4.2 eV/Å

Results of the Mulliken charge analysis, in e, for atoms 1 through 2:
1 O -0.155
2 O -0.273



Record 3
Here is a 3-piece molecular cluster, C31H54BF4N2O9 overall from OMol25. Energies are from the ωB97M-V functional and the def2-TZVPD basis.

Geometry as ORCA input:
```
! wB97M-V def2-TZVPD RIJCOSX def2/J DEFGRID3
* xyz 1 1
C -5.035 2.563 1.955
C -4.772 2.636 0.485
C -4.792 1.305 -0.543
B -6.413 1.103 -0.792
N -7.099 0.051 -1.640
O -7.414 2.034 -0.149
C -4.274 -0.016 0.272
C -4.524 -1.461 -0.461
C -2.718 0.175 0.723
C -2.102 -0.998 1.699
C -3.027 -2.148 2.488
C -2.434 -3.288 3.503
C -0.828 -3.390 3.859
C 0.142 -2.262 3.094
C -0.476 -1.114 2.086
C -1.822 0.568 -0.584
C -1.083 -0.684 -1.353
C -1.894 -1.419 -2.549
O -2.251 -2.718 -2.333
O -2.227 -0.911 -3.888
C -2.474 1.698 -1.586
C -1.735 3.194 -1.463
F -0.299 2.908 -1.854
F -2.193 4.150 -2.533
C -1.666 3.821 0.029
F -0.244 4.196 0.361
F -2.414 5.124 0.020
N -3.969 1.742 -1.723
C -4.477 1.251 -3.099
H -4.613 1.654 2.583
H -5.715 3.354 2.530
H -4.600 3.746 0.081
H -6.454 -0.510 -2.227
H -7.722 -0.582 -1.074
H -7.793 1.466 0.603
H -4.894 -0.107 1.290
H -5.574 -1.894 -0.093
H -4.579 -1.436 -1.626
H -3.698 -2.283 -0.202
H -2.675 1.139 1.431
H -4.198 -2.107 2.290
H -3.212 -4.027 4.023
H -0.385 -4.201 4.612
H 1.311 -2.293 3.299
H 0.282 -0.341 1.623
H -0.891 1.151 -0.100
H -0.676 -1.528 -0.639
H -0.104 -0.211 -1.849
H -1.402 -0.402 -4.191
H -2.047 1.353 -2.650
H -2.066 3.158 0.902
H -4.196 2.783 -1.811
H -5.449 1.851 -3.453
H -3.713 1.528 -3.977
H -4.593 0.092 -3.163
C 0.937 4.420 -3.596
O 1.891 5.430 -3.879
C 2.363 6.081 -2.698
C 3.762 6.658 -2.929
O 4.801 5.671 -2.855
C 4.867 4.746 -3.949
C 5.389 5.378 -5.243
O 4.362 6.142 -5.877
C 4.885 7.198 -6.668
H 0.042 4.856 -3.135
H 0.656 3.939 -4.537
H 1.371 3.660 -2.939
H 2.393 5.381 -1.855
H 1.664 6.892 -2.468
H 3.974 7.362 -2.116
H 3.824 7.226 -3.859
H 3.910 4.240 -4.096
H 5.584 3.980 -3.637
H 5.688 4.589 -5.942
H 6.257 6.007 -5.015
H 5.488 7.872 -6.053
H 4.047 7.767 -7.077
H 5.482 6.798 -7.491
C 6.912 -7.101 5.221
O 5.499 -7.187 5.306
C 4.963 -6.361 6.341
C 3.517 -5.973 6.021
O 3.414 -4.913 5.060
C 3.752 -5.256 3.709
C 2.701 -6.139 3.030
O 2.829 -7.494 3.465
C 1.602 -8.202 3.395
H 7.374 -7.469 6.145
H 7.244 -7.721 4.383
H 7.220 -6.069 5.027
H 5.565 -5.453 6.463
H 4.992 -6.940 7.270
H 3.064 -5.578 6.937
H 2.917 -6.835 5.722
H 4.753 -5.688 3.650
H 3.789 -4.303 3.170
H 2.858 -6.128 1.946
H 1.702 -5.752 3.255
H 0.843 -7.711 4.011
H 1.764 -9.208 3.789
H 1.262 -8.274 2.359
*
```

Values from the calculation:
**Gap between HOMO and LUMO**: 7.07 eV
**Largest force on an atom**: 9.1 eV/Å

Results of the Mulliken charge analysis, in e, for atoms 1 through 2:
1 C -0.938
2 C -0.419



- Number 2 is which compound?
  C31H53NO2Si2Y



- The highest largest force on an atom belongs to which entry?
  C31H54BF4N2O9